220
Properties=species:S:1:pos:R:3:lowdin_charge:R:1 method="wB97M-V/def2-TZVPD" energy_ev=-98507.4942 smiles=CC1(C)CCCC(C)(C)N1O.CC1(C)CCCC(C)(C)N1O.CC1(C)CCCC(C)(C)N1O.CC1(C)CCCC(C)(C)N1O.CC1(C)CCCC(C)(C)N1O.CC1(C)CCCC(C)(C)N1O.CC1(C)CCCC(C)(C)N1O.OCCO orbital_gap_ha=0.3282 de_lowest_kcal_mol=39.22 homo_energy_ev=-8.583
C 1.11 -3.70 5.69 -0.02
C 1.26 -4.35 4.27 -0.51
C -0.06 -4.20 3.48 -0.02
C 2.33 -3.49 3.49 -0.13
C 3.75 -3.76 3.97 -0.18
C 4.01 -5.24 3.94 -0.15
C 3.02 -6.07 4.78 -0.53
C 3.28 -7.49 4.28 -0.05
C 3.27 -5.96 6.28 -0.02
N 1.67 -5.70 4.31 -0.08
O 0.72 -6.45 5.12 -0.02
H 2.01 -3.27 6.11 0.07
H 0.36 -2.93 5.73 0.06
H 0.71 -4.41 6.41 0.08
H -0.22 -3.14 3.34 0.05
H 0.06 -4.65 2.50 0.09
H -0.94 -4.58 4.00 0.08
H 2.18 -3.68 2.40 0.12
H 1.98 -2.44 3.64 0.12
H 4.52 -3.17 3.42 0.12
H 3.82 -3.40 5.01 0.11
H 4.98 -5.58 4.25 0.11
H 3.85 -5.61 2.90 0.13
H 2.92 -8.30 4.90 0.08
H 4.37 -7.57 4.27 0.08
H 2.90 -7.67 3.27 0.09
H 2.48 -6.50 6.85 0.09
H 3.21 -4.92 6.60 0.06
H 4.24 -6.39 6.58 0.09
H 0.52 -7.18 4.54 0.09
C 3.49 -5.55 -5.04 -0.04
C 3.74 -4.01 -5.07 -0.48
C 2.32 -3.27 -5.06 0.00
C 4.55 -3.65 -3.84 -0.18
C 5.16 -2.30 -3.86 -0.19
C 5.93 -2.12 -5.13 -0.15
C 5.19 -2.35 -6.41 -0.53
C 4.20 -1.23 -6.80 -0.01
C 6.24 -2.47 -7.47 -0.05
N 4.64 -3.73 -6.23 -0.10
O 4.01 -4.16 -7.37 -0.02
H 4.40 -6.12 -5.22 0.08
H 3.06 -5.77 -4.05 0.08
H 2.77 -5.88 -5.81 0.08
H 2.38 -2.26 -4.65 0.06
H 1.89 -3.33 -6.07 0.07
H 1.63 -3.83 -4.40 0.08
H 3.85 -3.78 -3.00 0.12
H 5.32 -4.43 -3.67 0.13
H 4.35 -1.58 -3.74 0.08
H 5.81 -2.17 -2.96 0.13
H 6.72 -2.86 -5.15 0.12
H 6.35 -1.14 -5.13 0.12
H 3.73 -0.65 -5.99 0.07
H 3.44 -1.54 -7.49 0.07
H 4.85 -0.43 -7.21 0.09
H 5.94 -2.67 -8.49 0.08
H 6.99 -3.19 -7.12 0.09
H 6.76 -1.47 -7.53 0.10
H 3.24 -3.62 -7.57 0.07
C 3.28 0.36 -2.03 -0.03
C 2.28 -0.11 -0.93 -0.47
C 2.23 -1.63 -0.90 -0.02
C 2.91 0.52 0.41 -0.10
C 1.91 0.58 1.61 -0.17
C 0.73 1.35 1.15 -0.13
C 0.05 0.62 -0.05 -0.56
C -0.56 -0.70 0.33 -0.02
C -1.08 1.54 -0.42 -0.03
N 1.04 0.65 -1.05 -0.06
O 0.41 0.08 -2.24 -0.04
H 4.19 -0.21 -1.90 0.06
H 3.00 0.27 -3.07 0.07
H 3.47 1.42 -1.88 0.06
H 3.19 -2.07 -1.18 0.07
H 1.97 -2.03 0.10 0.07
H 1.49 -2.09 -1.57 0.08
H 3.83 -0.03 0.66 0.12
H 3.11 1.55 0.07 0.10
H 1.66 -0.48 1.68 0.07
H 2.42 0.86 2.53 0.12
H 0.89 2.40 0.89 0.11
H -0.09 1.30 1.90 0.11
H -1.53 -0.64 0.77 0.04
H -0.01 -1.27 1.09 0.08
H -0.77 -1.36 -0.52 0.09
H -1.67 1.19 -1.24 0.08
H -0.59 2.51 -0.71 0.09
H -1.77 1.61 0.45 0.09
H 0.62 0.66 -2.98 0.10
C -5.91 -2.91 4.67 -0.02
C -5.17 -1.75 5.52 -0.50
C -6.19 -1.26 6.57 -0.04
C -3.93 -2.29 6.25 -0.12
C -2.89 -2.77 5.19 -0.18
C -2.45 -1.58 4.40 -0.17
C -3.60 -0.84 3.80 -0.50
C -3.02 0.66 3.44 0.01
C -4.06 -1.49 2.52 -0.03
N -4.64 -0.60 4.79 -0.04
O -5.83 -0.05 4.05 -0.04
H -5.28 -3.75 4.27 0.07
H -6.65 -3.41 5.33 0.08
H -6.40 -2.52 3.78 0.07
H -6.45 -2.13 7.19 0.08
H -5.71 -0.50 7.17 0.08
H -7.09 -0.81 6.12 0.08
H -3.46 -1.48 6.80 0.12
H -4.19 -3.02 7.03 0.13
H -2.09 -3.36 5.68 0.11
H -3.40 -3.48 4.53 0.09
H -1.71 -1.82 3.61 0.11
H -1.94 -0.93 5.09 0.12
H -2.58 1.02 4.36 0.07
H -3.75 1.32 2.99 0.06
H -2.20 0.45 2.75 0.05
H -3.17 -1.71 1.89 0.07
H -4.70 -0.78 2.00 0.09
H -4.65 -2.37 2.67 0.06
H -5.54 0.85 3.83 0.08
C -3.99 8.31 3.86 -0.04
C -3.17 7.91 2.57 -0.49
C -3.82 8.35 1.26 -0.03
C -1.71 8.40 2.89 -0.13
C -0.58 7.75 2.07 -0.15
C -0.68 6.26 2.45 -0.15
C -1.99 5.66 2.00 -0.52
C -2.13 5.54 0.48 -0.01
C -1.99 4.29 2.68 -0.04
N -3.03 6.46 2.70 -0.11
O -4.29 5.84 2.43 -0.03
H -5.04 8.04 3.84 0.08
H -3.54 7.79 4.70 0.08
H -3.95 9.40 4.04 0.09
H -3.09 8.46 0.45 0.07
H -4.63 7.67 0.90 0.09
H -4.35 9.31 1.40 0.08
H -1.69 9.48 2.81 0.11
H -1.57 8.17 3.96 0.12
H -0.79 7.88 1.04 0.08
H 0.44 8.14 2.24 0.12
H -0.65 6.19 3.53 0.11
H 0.14 5.65 2.09 0.10
H -1.29 4.94 0.12 0.06
H -2.11 6.53 -0.02 0.07
H -3.02 4.95 0.23 0.09
H -1.05 3.81 2.31 0.08
H -2.77 3.56 2.45 0.07
H -1.86 4.34 3.76 0.09
H -4.58 5.50 3.28 0.10
C -6.52 -6.29 -2.64 -0.05
C -5.94 -4.91 -2.81 -0.53
C -5.71 -4.66 -4.33 -0.01
C -6.98 -4.03 -2.19 -0.16
C -6.44 -2.61 -2.03 -0.17
C -5.30 -2.74 -1.00 -0.15
C -4.16 -3.58 -1.61 -0.50
C -3.46 -2.87 -2.81 -0.01
C -3.13 -3.83 -0.45 -0.03
N -4.75 -4.89 -1.93 -0.07
O -3.69 -5.62 -2.59 -0.05
H -5.87 -7.18 -2.73 0.09
H -6.95 -6.36 -1.65 0.08
H -7.28 -6.42 -3.38 0.07
H -6.47 -5.13 -4.93 0.07
H -5.57 -3.61 -4.63 0.07
H -4.81 -5.22 -4.56 0.08
H -7.87 -4.09 -2.80 0.12
H -7.26 -4.34 -1.16 0.13
H -6.03 -2.12 -2.95 0.11
H -7.21 -1.96 -1.62 0.11
H -5.67 -3.19 -0.07 0.12
H -4.95 -1.75 -0.71 0.11
H -2.73 -3.55 -3.19 0.07
H -2.87 -2.03 -2.42 0.08
H -4.13 -2.46 -3.58 0.06
H -2.93 -2.83 -0.02 0.05
H -2.21 -4.33 -0.78 0.08
H -3.68 -4.44 0.29 0.09
H -3.58 -6.41 -2.02 0.12
C 1.61 5.92 -0.60 -0.03
C 2.30 5.56 -1.93 -0.51
C 3.73 5.25 -1.62 -0.06
C 1.69 4.18 -2.42 -0.13
C 0.31 4.33 -3.00 -0.19
C 0.50 5.24 -4.16 -0.14
C 1.07 6.68 -3.87 -0.52
C 1.51 7.28 -5.17 -0.05
C -0.03 7.56 -3.25 -0.01
N 2.28 6.46 -3.08 -0.08
O 2.88 7.72 -2.76 -0.04
H 2.05 6.79 -0.08 0.09
H 0.56 6.18 -0.75 0.05
H 1.58 5.05 0.06 0.08
H 4.29 6.13 -1.29 0.09
H 3.74 4.53 -0.80 0.08
H 4.23 4.80 -2.50 0.09
H 2.32 3.93 -3.29 0.12
H 1.83 3.42 -1.65 0.10
H -0.12 3.38 -3.39 0.12
H -0.43 4.76 -2.32 0.09
H -0.40 5.43 -4.69 0.11
H 1.17 4.83 -4.90 0.11
H 2.21 6.68 -5.77 0.09
H 2.05 8.25 -4.97 0.10
H 0.65 7.59 -5.83 0.10
H -0.69 7.04 -2.58 0.06
H -0.57 8.13 -4.00 0.08
H 0.44 8.34 -2.62 0.08
H 2.21 8.21 -2.20 0.10
O 7.26 1.24 -0.14 -0.05
C 7.74 2.26 -0.94 -0.27
C 6.81 2.32 -2.09 -0.31
O 6.63 1.11 -2.71 -0.04
H 8.01 0.85 0.30 0.09
H 7.81 3.16 -0.33 0.13
H 8.66 1.93 -1.45 0.13
H 7.33 2.96 -2.79 0.13
H 5.87 2.76 -1.76 0.11
H 6.63 0.47 -1.99 0.07


137
Properties=species:S:1:pos:R:3:lowdin_charge:R:1 method="wB97M-V/def2-TZVPD" energy_ev=-318316.8961 orbital_gap_ha=0.2667 homo_energy_ev=-7.134
Pb -0.29 1.71 0.04 0.93
C -0.48 3.99 -2.59 -0.27
P -1.37 2.37 -2.46 0.97
C -1.20 1.56 -4.08 -0.36
C -1.87 0.34 -4.23 -0.11
C -1.85 -0.32 -5.44 -0.07
C -1.17 0.23 -6.52 -0.08
C -0.49 1.43 -6.37 -0.08
C -0.49 2.09 -5.15 -0.08
C -3.11 2.94 -2.51 -0.36
C -3.62 3.64 -3.59 -0.08
C -4.90 4.18 -3.53 -0.08
C -5.66 4.01 -2.38 -0.08
C -5.17 3.28 -1.31 -0.08
C -3.90 2.75 -1.38 -0.10
C 0.95 3.76 -2.22 -0.42
C 2.10 4.16 -2.87 -0.07
C 3.18 3.65 -2.13 -0.06
C 2.64 2.97 -1.06 -0.44
C 3.34 2.24 0.04 -0.29
P 2.32 0.78 0.57 0.98
C 3.22 -0.52 -0.34 -0.36
C 3.10 -0.48 -1.73 -0.10
C 3.85 -1.35 -2.51 -0.06
C 4.72 -2.24 -1.91 -0.09
C 4.82 -2.30 -0.53 -0.10
C 4.06 -1.44 0.26 -0.10
C 2.82 0.58 2.31 -0.38
C 4.14 0.77 2.74 -0.10
C 4.44 0.70 4.09 -0.08
C 3.45 0.43 5.02 -0.08
C 2.15 0.22 4.60 -0.06
C 1.83 0.30 3.25 -0.11
N 1.27 3.04 -1.11 -0.15
H -0.58 4.43 -3.58 0.09
H -0.98 4.66 -1.87 0.09
H -2.40 -0.09 -3.39 0.10
H -2.38 -1.26 -5.55 0.09
H -1.18 -0.27 -7.48 0.10
H 0.05 1.85 -7.20 0.10
H 0.06 3.01 -5.04 0.09
H -3.02 3.77 -4.48 0.11
H -5.29 4.75 -4.36 0.10
H -6.65 4.45 -2.33 0.10
H -5.77 3.14 -0.42 0.11
H -3.50 2.19 -0.54 0.08
H 2.15 4.74 -3.78 0.09
H 4.23 3.78 -2.35 0.09
H 4.32 1.91 -0.30 0.10
H 3.48 2.87 0.92 0.04
H 2.42 0.22 -2.19 0.09
H 3.76 -1.31 -3.58 0.11
H 5.33 -2.90 -2.52 0.10
H 5.50 -2.99 -0.06 0.10
H 4.14 -1.48 1.34 0.09
H 4.92 0.97 2.02 0.11
H 5.46 0.86 4.42 0.10
H 3.70 0.38 6.07 0.10
H 1.37 0.00 5.31 0.11
H 0.81 0.16 2.92 0.04
Se -1.63 -5.29 0.46 0.39
P -1.03 -4.36 -1.33 0.55
C -2.20 -4.53 -2.70 -0.35
C -1.86 -4.03 -3.95 -0.10
C -2.74 -4.19 -5.01 -0.09
C -3.95 -4.83 -4.81 -0.08
C -4.30 -5.31 -3.56 -0.08
C -3.42 -5.16 -2.50 -0.10
C 0.54 -5.06 -1.91 -0.35
C 0.57 -6.03 -2.91 -0.07
C 1.77 -6.63 -3.24 -0.08
C 2.94 -6.28 -2.58 -0.08
C 2.90 -5.33 -1.56 -0.08
C 1.70 -4.73 -1.22 -0.08
C -0.70 -2.60 -1.26 -0.41
C -0.95 -1.57 -0.34 -0.44
N -0.43 -0.46 -0.92 -0.20
N 0.08 -0.78 -2.09 -0.04
N -0.07 -2.05 -2.31 0.04
P -1.72 -1.60 1.28 0.58
Se -2.08 0.26 2.26 0.28
C -0.56 -2.56 2.28 -0.39
C 0.77 -2.62 1.88 -0.12
C 1.68 -3.34 2.63 -0.07
C 1.29 -3.98 3.79 -0.07
C -0.02 -3.86 4.23 -0.07
C -0.94 -3.13 3.50 -0.10
C -3.37 -2.31 0.99 -0.40
C -4.03 -3.14 1.88 -0.12
C -5.36 -3.47 1.66 -0.07
C -6.03 -2.97 0.56 -0.08
C -5.37 -2.14 -0.34 -0.07
C -4.05 -1.81 -0.12 -0.10
H -0.91 -3.52 -4.09 0.10
H -2.47 -3.82 -5.99 0.10
H -4.63 -4.96 -5.65 0.10
H -5.25 -5.80 -3.40 0.10
H -3.67 -5.54 -1.51 0.06
H -0.34 -6.31 -3.42 0.11
H 1.80 -7.37 -4.03 0.10
H 3.87 -6.75 -2.84 0.10
H 3.80 -5.07 -1.03 0.09
H 1.66 -4.00 -0.42 0.09
H 1.09 -2.11 0.98 0.09
H 2.71 -3.40 2.30 0.10
H 2.00 -4.56 4.36 0.11
H -0.33 -4.34 5.15 0.11
H -1.95 -3.00 3.86 0.10
H -3.51 -3.56 2.73 0.08
H -5.86 -4.13 2.35 0.11
H -7.07 -3.22 0.39 0.10
H -5.89 -1.74 -1.20 0.11
H -3.53 -1.15 -0.81 0.10
O -2.34 5.38 1.35 0.05
N -1.28 5.34 1.87 -0.10
O -0.56 4.27 1.42 -0.59
C 2.02 5.23 7.97 -0.05
C 1.77 4.96 6.51 -0.26
C 2.74 5.23 5.55 -0.01
C 2.52 4.98 4.21 -0.30
C 3.63 5.26 3.22 -0.08
C 1.30 4.43 3.81 -0.36
Se 1.18 3.99 1.92 1.16
C 0.31 4.13 4.75 -0.27
C -1.00 3.51 4.39 -0.05
C 0.56 4.43 6.09 -0.01
H 3.08 5.36 8.16 0.07
H 1.64 4.41 8.58 0.08
H 1.51 6.14 8.28 0.09
H 3.69 5.64 5.86 0.12
H 4.36 5.94 3.65 0.08
H 3.23 5.69 2.30 0.05
H 4.14 4.33 2.95 0.08
H -0.87 2.64 3.74 0.04
H -1.64 4.22 3.87 0.06
H -1.53 3.19 5.28 0.09
H -0.21 4.22 6.82 0.12